Below is one molecule with the formula C2O3S2 in a non-equilibrium geometry, with properties calculated with ωB97M-V with the def2-TZVPD basis set.

Geometry (Å):
S 1.4201 0.8408 -0.1917
S -2.5848 -0.0255 0.1808
O 1.6160 -0.2885 0.9291
O -0.2723 1.2577 -0.1203
O -0.2567 -0.9494 -0.3776
C -1.0617 0.1756 -0.1379
C 1.1393 -1.0106 -0.2824

Results
E_tot   -29881.778 eV
Total charge   0
Orbital gap   8.8 eV
HOMO level   -9.5 eV